i:
126
Properties=species:S:1:pos:R:3:lowdin_charge:R:1 method="wB97M-V/def2-TZVPD" orbital_gap_ev=9.362 charge=0 homo_energy_ha=-0.3299
C 0.845 1.895 4.758 -0.09
C 1.947 1.691 3.745 -0.30
O 1.734 2.583 2.635 -0.11
H 0.895 1.075 5.492 0.08
H -0.202 2.121 4.326 0.08
H 1.202 2.922 5.022 0.08
H 1.828 0.538 3.359 0.15
H 2.916 1.923 4.172 0.11
H 2.424 2.459 2.032 -0.01
C 4.629 3.811 1.509 -0.04
C 4.514 2.675 0.396 -0.30
O 3.279 1.995 0.556 -0.10
H 5.455 4.361 1.374 0.02
H 4.722 3.202 2.444 0.09
H 3.669 4.281 1.273 0.08
H 5.383 2.075 0.500 0.08
H 4.671 3.132 -0.604 0.12
H 3.060 1.553 -0.291 0.07
C 5.205 0.823 -2.706 -0.03
C 3.811 0.259 -2.999 -0.19
O 2.833 1.020 -2.202 -0.08
H 5.784 0.243 -3.358 0.07
H 5.504 0.898 -1.821 -0.02
H 5.193 1.833 -3.114 0.09
H 3.668 -0.601 -2.412 0.09
H 3.536 0.212 -3.982 0.08
H 2.035 0.936 -2.595 -0.03
C -2.777 -2.620 -3.824 -0.04
C -3.000 -2.162 -2.386 -0.26
O -1.678 -2.042 -1.877 -0.09
H -3.643 -2.472 -4.172 0.00
H -2.442 -3.610 -3.852 0.07
H -2.096 -2.145 -4.474 0.07
H -3.537 -2.946 -2.023 0.09
H -3.717 -1.389 -2.321 0.09
H -1.837 -1.729 -0.951 0.06
C -1.521 -2.517 4.758 0.00
C 0.023 -2.724 4.993 -0.33
O 0.189 -3.689 5.912 -0.02
H -1.783 -1.639 4.119 0.08
H -1.936 -2.381 5.568 -0.02
H -1.798 -3.400 4.536 0.01
H 0.668 -1.837 5.101 0.10
H 0.607 -2.947 4.049 0.10
H 1.018 -3.681 6.326 0.07
C -0.582 4.451 -3.214 -0.05
C -0.374 4.320 -1.683 -0.27
O -1.043 3.142 -1.282 -0.11
H -1.578 4.457 -3.589 0.06
H -0.065 3.661 -3.739 0.05
H 0.059 5.290 -3.553 0.09
H -0.672 5.038 -1.030 0.07
H 0.684 4.364 -1.448 0.11
H -0.951 3.026 -0.343 0.02
C -2.823 4.240 1.480 -0.09
C -1.561 3.863 2.306 -0.27
O -0.796 2.991 1.449 -0.15
H -2.853 4.841 0.537 0.07
H -3.358 4.972 2.111 0.06
H -3.559 3.284 1.204 0.12
H -1.974 3.354 3.210 0.10
H -0.792 4.596 2.698 0.14
H 0.078 2.952 1.918 0.06
C -4.142 2.032 -2.214 -0.08
C -4.580 1.317 -3.433 -0.35
O -5.427 0.235 -3.209 -0.08
H -3.420 2.894 -2.556 0.11
H -3.623 1.369 -1.523 0.06
H -4.870 2.583 -1.670 0.06
H -3.751 0.719 -3.831 0.09
H -5.050 1.965 -4.314 0.15
H -5.658 -0.163 -4.015 0.06
C 1.140 -5.320 1.945 -0.05
C -0.003 -4.323 1.505 -0.30
O 0.509 -3.056 1.315 -0.11
H 1.903 -5.355 1.335 -0.01
H 0.993 -6.404 2.278 0.11
H 1.643 -5.113 2.871 0.05
H -0.949 -4.313 2.275 0.14
H -0.689 -4.637 0.610 0.12
H -0.137 -2.347 1.253 0.06
C -3.618 0.214 3.940 -0.05
C -4.437 0.445 2.656 -0.21
O -4.263 -0.667 1.651 -0.14
H -4.006 -0.735 4.509 0.12
H -3.669 0.884 4.769 0.07
H -2.667 0.122 3.670 -0.01
H -4.253 1.367 2.330 0.03
H -5.557 0.484 2.692 0.13
H -4.935 -0.612 0.841 0.17
C 4.996 -1.634 0.684 -0.08
C 3.572 -2.177 0.630 -0.43
O 2.964 -1.845 1.758 -0.10
H 5.680 -2.184 1.329 0.07
H 4.947 -0.525 0.848 0.08
H 5.407 -1.937 -0.289 0.07
H 3.807 -3.198 0.476 0.08
H 2.808 -1.919 -0.296 0.15
H 2.179 -2.504 1.894 0.10
C 0.390 0.077 -5.029 -0.11
C -0.598 0.830 -4.105 -0.32
O 0.025 0.980 -2.811 -0.12
H -0.110 -0.336 -6.063 0.11
H 0.929 -0.971 -4.500 0.12
H 1.335 0.698 -5.308 0.07
H -1.445 0.266 -4.031 0.03
H -1.023 1.771 -4.632 0.13
H -0.325 1.807 -2.349 0.07
C 0.221 -0.035 0.216 0.01
C -1.361 0.052 0.472 -0.28
O -1.748 -1.247 0.807 -0.14
H 0.249 -0.848 -0.545 0.09
H 0.567 -0.228 1.005 -0.07
H 0.633 0.934 -0.259 0.11
H -1.765 0.538 -0.491 0.12
H -1.695 0.725 1.171 0.06
H -2.648 -1.025 1.330 0.11
C 1.329 -3.436 -2.848 -0.07
C 0.767 -4.596 -1.981 -0.27
O -0.686 -4.742 -2.026 -0.12
H 2.359 -3.340 -2.774 0.02
H 0.746 -2.482 -2.814 0.05
H 1.091 -4.027 -3.986 0.15
H 0.815 -4.322 -0.901 0.08
H 1.151 -5.523 -2.257 0.09
H -1.207 -3.951 -1.982 0.01

***

ii:
126
Properties=species:S:1:pos:R:3:lowdin_charge:R:1 method="wB97M-V/def2-TZVPD" orbital_gap_ev=9.933 charge=0 homo_energy_ha=-0.3512
C 3.436 3.955 0.129 -0.06
C 2.964 3.353 1.442 -0.29
O 2.468 2.016 1.319 -0.10
H 2.562 3.933 -0.528 0.05
H 4.218 3.332 -0.304 0.08
H 3.765 4.983 0.253 0.08
H 2.197 3.950 1.941 0.11
H 3.769 3.352 2.191 0.12
H 3.229 1.426 1.334 0.10
C -1.066 -2.882 5.047 -0.08
C -0.353 -3.836 4.104 -0.29
O -0.328 -3.220 2.812 -0.09
H -0.481 -1.948 5.126 0.07
H -1.101 -3.192 6.093 0.08
H -2.046 -2.543 4.714 0.09
H -0.985 -4.730 4.114 0.12
H 0.647 -4.135 4.424 0.10
H -0.309 -2.275 3.002 0.08
C -0.536 2.015 3.225 -0.07
C -1.415 3.046 3.891 -0.32
O -0.581 3.913 4.647 -0.08
H 0.115 2.527 2.516 0.05
H -1.101 1.224 2.737 0.08
H 0.143 1.589 3.969 0.07
H -2.177 2.642 4.566 0.11
H -1.974 3.569 3.101 0.10
H -1.065 4.675 4.972 0.08
C -4.847 2.110 -0.041 -0.07
C -3.445 1.975 0.499 -0.28
O -2.683 1.024 -0.262 -0.10
H -5.581 1.547 0.537 0.07
H -4.924 1.692 -1.049 0.07
H -5.204 3.133 -0.165 0.07
H -3.424 1.731 1.566 0.11
H -2.914 2.932 0.423 0.10
H -1.777 1.358 -0.228 0.04
C 2.507 3.905 -5.208 -0.08
C 1.646 3.875 -3.960 -0.31
O 1.239 2.525 -3.757 -0.09
H 2.939 4.911 -5.266 0.08
H 1.911 3.767 -6.109 0.08
H 3.337 3.201 -5.219 0.07
H 0.841 4.594 -4.141 0.10
H 2.190 4.148 -3.048 0.10
H 0.549 2.412 -3.094 0.05
C 0.542 -0.864 0.319 -0.05
C 0.597 0.275 -0.671 -0.26
O 0.129 1.460 -0.019 -0.14
H -0.474 -1.117 0.637 0.07
H 1.083 -0.561 1.221 0.07
H 0.938 -1.801 -0.079 0.06
H -0.038 0.068 -1.538 0.11
H 1.612 0.384 -1.072 0.12
H 0.838 1.694 0.614 0.05
C 4.887 -1.073 -1.500 -0.09
C 3.885 -2.170 -1.194 -0.32
O 3.885 -2.446 0.206 -0.10
H 5.887 -1.376 -1.174 0.07
H 4.749 -0.167 -0.902 0.06
H 4.846 -0.881 -2.570 0.08
H 4.195 -3.042 -1.777 0.11
H 2.877 -1.848 -1.465 0.10
H 3.085 -2.966 0.377 0.03
C -1.734 -1.528 -4.089 -0.09
C -0.806 -1.462 -5.296 -0.32
O 0.330 -2.276 -5.066 -0.08
H -2.184 -2.530 -4.036 0.07
H -2.630 -0.912 -4.190 0.07
H -1.187 -1.327 -3.172 0.06
H -0.461 -0.435 -5.399 0.09
H -1.339 -1.706 -6.219 0.11
H 0.046 -3.133 -4.736 0.08
C 3.062 -1.747 4.592 -0.07
C 2.452 -0.370 4.552 -0.34
O 1.784 -0.062 5.765 -0.07
H 3.767 -1.934 3.781 0.08
H 2.302 -2.532 4.594 0.05
H 3.657 -1.884 5.498 0.08
H 1.857 -0.199 3.643 0.09
H 3.274 0.341 4.369 0.11
H 1.925 0.872 5.942 0.08
C -5.376 -1.606 -0.320 -0.09
C -4.111 -2.344 0.033 -0.32
O -3.229 -1.559 0.828 -0.10
H -6.176 -2.283 -0.651 0.07
H -5.264 -0.798 -1.041 0.06
H -5.888 -1.169 0.548 0.07
H -3.563 -2.610 -0.880 0.10
H -4.352 -3.292 0.514 0.11
H -2.931 -0.818 0.274 0.04
C -1.303 -6.007 -0.264 -0.08
C -1.210 -4.559 -0.717 -0.31
O 0.103 -4.266 -1.201 -0.10
H -0.791 -6.224 0.674 0.06
H -0.917 -6.621 -1.080 0.08
H -2.349 -6.311 -0.151 0.07
H -1.450 -3.831 0.065 0.10
H -1.885 -4.442 -1.566 0.10
H 0.723 -4.295 -0.456 0.03
C 3.026 -6.021 0.732 -0.07
C 2.574 -5.036 1.792 -0.28
O 1.728 -4.060 1.181 -0.14
H 3.756 -6.732 1.122 0.08
H 3.442 -5.492 -0.123 0.08
H 2.179 -6.617 0.381 0.07
H 3.464 -4.507 2.158 0.11
H 2.096 -5.462 2.677 0.11
H 0.873 -3.906 1.617 0.05
C -1.453 5.870 -0.352 -0.08
C -0.315 4.864 -0.343 -0.29
O -0.653 3.798 -1.238 -0.12
H -1.179 6.846 0.057 0.07
H -2.268 5.511 0.281 0.07
H -1.809 6.065 -1.363 0.07
H -0.181 4.443 0.656 0.11
H 0.582 5.360 -0.727 0.10
H -0.308 2.977 -0.839 0.03
C -2.344 3.867 -3.772 -0.08
C -2.388 2.338 -3.573 -0.29
O -1.841 1.733 -4.735 -0.09
H -2.782 4.365 -2.905 0.06
H -2.838 4.152 -4.701 0.08
H -1.309 4.210 -3.834 0.04
H -3.444 2.101 -3.485 0.11
H -1.729 2.130 -2.731 0.08
H -0.897 1.914 -4.800 0.06

***

Going by the energies, ii is most stable and the next is 1274.0 kJ/mol up.

***

i:
17
Properties=species:S:1:pos:R:3:nbo_charge:R:1 method="wB97M-V/def2-TZVPD" smiles="O=C([O-])N(O)CC(O)=C(O)O" orbital_gap_ev=7.586 charge=-1 homo_energy_ha=-0.1565
C -0.765 0.636 0.305 0.12
C 0.256 -0.094 1.210 -0.29
C -1.795 0.048 -0.344 0.48
C 2.285 0.193 -0.307 0.86
N 1.344 -0.618 0.517 -0.26
O 0.970 -1.810 -0.100 -0.61
O -0.487 1.997 -0.051 -0.71
O -2.641 0.768 -1.210 -0.72
O -2.246 -1.241 -0.199 -0.69
O 2.414 1.355 0.061 -0.78
O 2.740 -0.392 -1.304 -0.77
H 0.681 0.783 1.852 0.23
H -0.041 -0.863 1.895 0.20
H -2.573 0.477 -2.127 0.48
H -2.009 -1.505 0.667 0.48
H 0.501 1.910 0.085 0.51
H 1.368 -1.642 -0.950 0.49

***

ii:
17
Properties=species:S:1:pos:R:3:nbo_charge:R:1 method="wB97M-V/def2-TZVPD" smiles="O=C([O-])N(O)CC(O)=C(O)O" orbital_gap_ev=7.665 charge=-1 homo_energy_ha=-0.1586
C 1.056 -0.693 0.144 0.07
C -0.277 -0.283 0.734 -0.31
C 1.965 0.181 -0.244 0.52
C -2.530 -0.031 -0.170 0.86
N -1.077 0.453 -0.256 -0.26
O -1.021 1.881 -0.237 -0.66
O 1.154 -2.098 -0.073 -0.72
O 3.224 -0.130 -0.576 -0.68
O 1.895 1.512 -0.150 -0.71
O -2.647 -1.260 -0.201 -0.75
O -3.318 0.940 -0.095 -0.78
H -0.857 -1.135 0.906 0.24
H -0.147 0.213 1.647 0.18
H 3.293 -1.070 -0.513 0.48
H 0.962 1.889 -0.226 0.53
H 0.308 -2.337 -0.336 0.48
H -1.984 1.967 -0.355 0.50

***

Going by the energies, ii is most stable and the next is 25.3 kJ/mol up.